{"formula": "C12H43N18O13", "method": "ωB97M-V with the def2-TZVPD basis set", "elements": ["O", "C", "O", "O", "H", "C", "O", "N", "N", "H", "H", "H", "H", "C", "O", "N", "N", "H", "H", "H", "H", "C", "O", "N", "N", "H", "H", "H", "H", "C", "O", "N", "N", "H", "H", "H", "H", "C", "O", "N", "N", "H", "H", "H", "H", "C", "O", "N", "N", "H", "H", "H", "H", "C", "O", "N", "N", "H", "H", "H", "H", "C", "O", "N", "N", "H", "H", "H", "H", "C", "O", "N", "N", "H", "H", "H", "H", "C", "C", "O", "H", "H", "H", "H", "H", "H"], "coordinates": [[14.67064, 10.87725, -3.29582], [14.51835, 12.16303, -2.84903], [15.47499, 12.91030, -3.05446], [13.49330, 12.55530, -2.35345], [15.55505, 11.18667, -3.50477], [17.75410, 15.10269, -5.15266], [18.52776, 15.91488, -5.65649], [17.47634, 13.93192, -5.64593], [17.11861, 15.21415, -4.01194], [16.59530, 13.52803, -5.36179], [17.65011, 13.81668, -6.63417], [17.42696, 15.95429, -3.39777], [16.34568, 14.58961, -3.83133], [15.04729, 12.28049, 2.00835], [14.14888, 11.63427, 2.51966], [16.16200, 12.68395, 2.62513], [15.05161, 12.64036, 0.75811], [16.31794, 12.37965, 3.57548], [16.88447, 13.21192, 2.15673], [15.88383, 13.00792, 0.31947], [14.34536, 12.21658, 0.17356], [11.59490, 9.63589, -5.20306], [11.97115, 10.13356, -6.25440], [10.71852, 8.72594, -4.96587], [12.12358, 9.87357, -4.03899], [10.61223, 8.37853, -4.02347], [10.09993, 8.38600, -5.68828], [12.93819, 10.46911, -3.99621], [11.91681, 9.20981, -3.30634], [13.83215, 8.78051, -0.47805], [13.67325, 7.93132, 0.37599], [13.65759, 10.02839, -0.32850], [14.30929, 8.49507, -1.71344], [13.60295, 10.38326, 0.61553], [13.48703, 10.53266, -1.18682], [14.48647, 7.59113, -2.12767], [14.57961, 9.26848, -2.30409], [17.43279, 9.61783, 0.27118], [17.42147, 8.44370, 0.42940], [17.84893, 10.50945, 1.15152], [17.06289, 10.12266, -0.80425], [17.76453, 11.50019, 0.97426], [17.97436, 10.25056, 2.11967], [17.20469, 11.11867, -0.89355], [16.52862, 9.60190, -1.48503], [10.83932, 14.40973, -4.29630], [10.58883, 14.81693, -3.18245], [10.04101, 14.50008, -5.35600], [11.92761, 13.79006, -4.60635], [9.12205, 14.89512, -5.21617], [10.24816, 13.92567, -6.16052], [12.42979, 13.40240, -3.82045], [12.08601, 13.62088, -5.58940], [14.66547, 12.18003, -7.06115], [15.64555, 12.75116, -7.38522], [13.47474, 12.66243, -7.05480], [14.69826, 10.92288, -6.62320], [13.37771, 13.60142, -7.41394], [12.78783, 11.95201, -6.84610], [15.59926, 10.46663, -6.61169], [13.91768, 10.54625, -6.10458], [14.11348, 16.22728, -1.57374], [13.05546, 15.73091, -1.78071], [15.20446, 15.59127, -1.34011], [14.34801, 17.48666, -1.50798], [16.05769, 16.11552, -1.20873], [15.20365, 14.59256, -1.49079], [15.24107, 17.81223, -1.16657], [13.58804, 18.13842, -1.64122], [18.71360, 13.57853, -0.74545], [17.79617, 13.54778, -0.01808], [18.68337, 13.35672, -2.03280], [19.97123, 13.64852, -0.36449], [19.48489, 13.62324, -2.58657], [17.85972, 13.04061, -2.52452], [20.69943, 13.43952, -1.03244], [20.28630, 13.69115, 0.59416], [10.43083, 11.48294, -1.44467], [10.97593, 12.35000, -0.29018], [11.43956, 13.42564, -0.88524], [9.82013, 10.71706, -0.96657], [11.27365, 11.16339, -2.05758], [9.85978, 12.12325, -2.11697], [11.82698, 11.91195, 0.23131], [10.21988, 12.36448, 0.49484], [12.22875, 13.10972, -1.33132]], "atomic_forces_ev_per_a": [[0.1, 0.7, 0.4], [0.3, 1.8, -0.2], [2.2, 0.0, -0.5], [-4.0, -0.6, 1.9], [1.8, -1.6, -1.4], [1.7, 2.0, -0.9], [0.0, 0.0, 0.4], [-0.5, -3.6, -3.0], [-0.9, 1.9, 3.0], [0.2, -0.3, -0.3], [-0.1, -0.1, 0.1], [-0.7, -0.2, -0.1], [0.2, 0.4, 0.7], [0.2, -0.7, 1.3], [-0.7, -0.5, 0.4], [1.4, 0.3, 2.1], [-0.8, 0.7, -3.8], [-0.1, 0.2, -0.3], [-0.2, -0.1, 0.1], [-0.1, 0.1, -0.1], [0.4, 0.4, 0.0], [1.6, 0.8, -0.7], [-0.6, 0.5, -0.9], [-4.7, -3.9, -1.6], [2.8, 2.3, 3.1], [-0.5, -0.1, -0.7], [0.2, -0.1, 0.2], [-0.1, -0.4, 0.4], [0.8, 0.7, 0.2], [1.3, -5.9, 0.2], [-0.3, -0.3, 0.4], [-1.2, 5.3, 0.6], [0.5, -0.3, -2.6], [-0.3, 0.3, 0.1], [0.1, 0.8, 0.7], [-0.3, -0.1, 0.9], [-0.2, -0.3, 0.1], [1.2, -2.0, 3.5], [0.0, -4.0, 1.4], [1.5, 2.2, 2.9], [-2.3, 4.3, -7.3], [-0.1, -0.3, 0.1], [0.0, -0.2, -0.4], [-0.5, -0.1, -0.6], [0.4, 0.0, 0.3], [-0.9, 0.2, 0.0], [-1.1, 0.3, 1.8], [-2.3, 1.0, -1.3], [2.8, -1.6, -0.3], [0.2, -0.1, -0.3], [-0.5, 0.3, 0.2], [0.8, 0.1, -0.4], [0.7, -0.5, 0.8], [1.2, -2.2, 0.8], [3.5, 2.4, -1.6], [-3.7, 1.9, 0.0], [0.8, -2.5, 1.0], [-0.5, -0.4, 0.0], [-1.0, 0.6, -0.4], [-0.3, 0.1, 0.1], [0.2, -0.3, -0.4], [-0.6, -0.6, 0.1], [-3.3, -1.6, -0.8], [4.1, -3.7, 0.8], [-0.1, 6.2, 0.0], [-0.1, -0.8, -0.1], [0.4, 0.1, 0.0], [-0.6, 0.3, -0.2], [0.3, -0.1, 0.1], [2.9, -1.1, -1.7], [-4.9, 0.1, 3.7], [-0.7, -0.3, -3.8], [3.8, 0.8, 1.7], [-0.5, -0.2, -0.2], [-0.1, 0.5, 0.1], [-0.2, 0.0, 0.3], [-0.5, 0.1, -0.2], [0.4, -0.3, -0.6], [-0.9, -2.6, 1.8], [-0.8, 3.4, 0.3], [0.2, -0.2, -0.4], [-0.2, -0.6, 0.2], [-0.4, 0.0, 0.3], [0.4, -1.0, -0.2], [-0.3, 1.5, -0.3], [1.9, 0.4, -1.6]], "total_charge": 0, "molar_mass_g_mol": 647.6, "spin_multiplicity": 2, "e_lumo_ev": [-0.0223, -5.1702], "gap_ev": [9.19, 4.05], "e_homo_ha": [-0.339, -0.339]}